[1]
Molecular formula: C5H13O3P2
Method: DFT, the ωB97M-V functional and the def2-TZVPD basis

CARTESIAN COORDINATES (ANGSTROEM)
C 0.592 -0.882 -0.338
C 0.256 -0.135 -1.389
C 0.017 -0.551 -2.821
C -0.210 1.322 -1.071
C -0.508 1.817 0.312
O -0.013 -1.231 2.645
O 2.285 -0.100 1.871
O -0.353 1.069 1.579
P -2.243 -1.528 0.599
P -0.287 -0.508 1.258
H 3.331 -0.246 1.327
H 0.827 -1.871 -0.479
H 0.861 -0.200 -3.502
H 0.268 -1.622 -3.009
H -1.005 -0.184 -3.181
H -1.036 1.641 -1.588
H 0.721 1.872 -1.424
H -1.553 2.070 0.197
H 0.063 2.846 0.429
H 0.763 -0.825 3.046
H 2.556 0.384 2.731
H -2.207 -2.576 1.586
H -3.122 -0.561 1.221

Values from the calculation:
Frontier orbital gap ... 10.1 eV
Net charge ... +1
HOMO ... -13.4 eV
2S+1 ... 1



[2]
Molecular formula: C5H13O3SSi
Method: DFT, the ωB97M-V functional and the def2-TZVPD basis

CARTESIAN COORDINATES (ANGSTROEM)
C 1.826 0.986 1.684
C -2.774 0.312 -1.934
C 0.092 -0.034 -3.246
C 1.428 0.346 2.942
C 1.797 -1.025 3.262
O -0.962 -0.602 1.939
O -0.928 -2.768 0.837
O -0.328 -0.889 -0.575
Si -0.838 0.271 -1.582
S -0.185 -1.547 1.070
H 2.859 1.099 1.704
H 1.340 1.941 1.574
H 1.501 0.401 0.887
H -2.929 -0.817 -2.061
H -3.223 0.817 -1.127
H -3.179 0.803 -2.823
H 1.015 -0.460 -3.023
H -0.536 -0.706 -3.876
H 0.278 0.896 -3.726
H 1.462 0.915 3.883
H 0.309 0.087 2.738
H 2.354 -1.534 2.495
H -0.379 1.509 -1.044

Values from the calculation:
Frontier orbital gap ... 7.8 eV
Net charge ... -1
ΔE to the lowest compared entry with this formula, charge and spin ... 262.4 kJ/mol
HOMO ... -4.4 eV
2S+1 ... 1



[3]
Molecular formula: C5H13OS
Method: DFT, the ωB97M-V functional and the def2-TZVPD basis

CARTESIAN COORDINATES (ANGSTROEM)
C 1.609 -1.402 -1.059
O 1.896 -1.411 -2.355
C 0.236 -2.096 -0.655
C -0.730 -2.133 -1.848
H 1.502 -0.330 -0.637
H 2.387 -1.862 -0.397
H -0.191 -1.488 0.151
H 0.348 -3.130 -0.305
H -1.623 -2.747 -1.656
H -0.216 -2.602 -2.685
H -1.075 -1.134 -2.109
C -2.077 1.608 1.831
S -0.263 1.499 1.871
C 0.120 2.166 0.261
H -2.405 1.064 0.941
H -2.449 2.629 1.749
H -2.495 1.101 2.693
H 1.196 2.319 0.211
H -0.131 1.494 -0.562
H -0.387 3.116 0.078

Values from the calculation:
Frontier orbital gap ... 5.1 eV
Net charge ... -1
ΔE to the lowest compared entry with this formula, charge and spin ... 196.8 kJ/mol
HOMO ... -2.1 eV
2S+1 ... 1



[4]
Molecular formula: C5H13OS
Method: DFT, the ωB97M-V functional and the def2-TZVPD basis

CARTESIAN COORDINATES (ANGSTROEM)
C -2.767 0.788 -0.302
C 2.209 -1.309 0.856
C 1.999 1.174 -1.109
C -2.169 -0.304 0.464
C -1.307 -1.049 -0.223
O 0.696 0.799 1.011
S 1.175 -0.257 -0.165
H -2.551 1.725 0.189
H -2.398 0.748 -1.335
H -3.867 0.605 -0.297
H 2.952 -0.725 1.632
H 2.690 -2.105 0.273
H 1.551 -1.794 1.487
H 1.073 1.644 -1.505
H 2.546 0.759 -1.904
H 2.582 1.773 -0.470
H -0.231 0.886 0.925
H -2.286 -0.519 1.529
H -1.249 -1.023 -1.291
H -0.647 -1.817 0.235

Values from the calculation:
Frontier orbital gap ... 9.2 eV
Net charge ... +1
ΔE to the lowest compared entry with this formula, charge and spin ... 167.6 kJ/mol
HOMO ... -13.4 eV
2S+1 ... 1



[5]
Molecular formula: C5H13P
Method: DFT, the ωB97M-V functional and the def2-TZVPD basis

CARTESIAN COORDINATES (ANGSTROEM)
C -0.047 -1.494 1.094
C 1.729 0.489 0.845
C -1.339 1.199 0.007
C 0.706 -0.446 0.235
C -0.272 0.355 -0.754
P -1.010 -0.727 -2.025
H -0.660 -1.129 1.963
H 0.666 -2.375 1.511
H -0.841 -1.976 0.633
H 1.142 1.315 1.378
H 2.297 0.998 0.147
H 2.339 -0.170 1.451
H -1.454 2.150 -0.471
H -2.242 0.657 -0.108
H -1.262 1.269 1.033
H 1.394 -0.918 -0.410
H 0.468 1.218 -1.078
H 0.016 -0.717 -2.860
H -1.632 0.302 -2.591

Values from the calculation:
Expectation value of S² ... 2.00
Frontier orbital gap (spin up / spin down) ... 5.0 / 7.5 eV
ΔE to the lowest compared entry with this formula, charge and spin ... 438.2 kJ/mol
HOMO (spin up / spin down) ... -3.9 / -10.6 eV
2S+1 ... 3



[6]
Molecular formula: C5H13PS
Method: DFT, the ωB97M-V functional and the def2-TZVPD basis

CARTESIAN COORDINATES (ANGSTROEM)
C 0.509 0.617 2.179
C 0.814 -2.468 -0.634
C -0.903 2.344 -0.577
C 1.357 -1.231 0.274
C 0.137 1.252 -0.650
P -0.121 0.087 0.704
S -3.523 -0.361 -0.123
H 0.221 1.611 2.465
H 0.855 -0.133 2.948
H 0.278 -3.148 0.066
H 0.166 -2.086 -1.462
H 1.775 -2.999 -1.123
H -0.797 2.831 0.380
H -0.621 3.013 -1.374
H -1.807 1.856 -0.615
H 1.862 -0.628 -0.410
H 1.866 -1.441 1.207
H 1.122 1.582 -0.659
H 0.185 0.672 -1.476
H -3.372 -1.370 -1.119

Values from the calculation:
Frontier orbital gap (spin up / spin down) ... 5.2 / 5.2 eV
ΔE to the lowest compared entry with this formula, charge and spin ... 565.2 kJ/mol
HOMO (spin up / spin down) ... -7.3 / -7.3 eV
2S+1 ... 1



[7]
Molecular formula: C5H14
Method: DFT, the ωB97M-V functional and the def2-TZVPD basis

CARTESIAN COORDINATES (ANGSTROEM)
C 0.911 1.718 1.103
C 0.465 1.229 2.486
H 0.626 0.981 0.362
H 0.306 2.573 0.794
H 1.930 2.103 1.045
H -0.109 1.959 3.069
H 1.270 0.906 3.153
H -0.231 0.408 2.340
C -0.733 -1.275 -1.683
C 0.616 -0.571 -1.804
C -1.373 -1.263 -0.296
H -0.559 -2.312 -2.000
H -1.394 -0.839 -2.426
H 1.555 -0.860 -1.340
H 0.915 -0.439 -2.868
H -1.879 -2.221 -0.149
H 0.468 0.480 -1.561
H -1.927 -0.335 -0.154
H -0.670 -1.404 0.540

Values from the calculation:
Expectation value of S² ... 0.75
Frontier orbital gap (spin up / spin down) ... 2.7 / 11.8 eV
Net charge ... -1
ΔE to the lowest compared entry with this formula, charge and spin ... 66.9 kJ/mol
HOMO (spin up / spin down) ... 1.6 / -7.5 eV
2S+1 ... 2



[8]
Molecular formula: C5H14
Method: DFT, the ωB97M-V functional and the def2-TZVPD basis

CARTESIAN COORDINATES (ANGSTROEM)
C -0.440 -1.297 -2.342
C 1.026 -1.065 -1.965
H -0.969 -0.342 -2.216
H -0.471 -1.522 -3.413
H -1.046 -2.030 -1.808
H 1.711 -1.825 -2.324
H 1.179 -0.837 -0.914
H 1.270 -0.120 -2.470
C -0.694 0.905 1.271
C 0.178 2.081 1.735
C -0.203 -0.498 1.657
H -1.699 0.983 1.678
H -0.719 0.952 0.189
H 0.985 2.210 1.022
H 0.050 -0.599 2.712
H 0.584 1.902 2.739
H -0.482 2.932 1.955
H -1.000 -1.194 1.374
H 0.741 -0.638 1.119

Values from the calculation:
Expectation value of S² ... 0.75
Frontier orbital gap (spin up / spin down) ... 2.7 / 11.9 eV
Net charge ... -1
ΔE to the lowest compared entry with this formula, charge and spin ... 37.9 kJ/mol
HOMO (spin up / spin down) ... 1.5 / -7.6 eV
2S+1 ... 2



[9]
Molecular formula: C5H14
Method: DFT, the ωB97M-V functional and the def2-TZVPD basis

CARTESIAN COORDINATES (ANGSTROEM)
C -1.111 0.844 -0.637
C -0.754 1.550 0.637
C -1.929 1.935 1.536
H -1.723 1.256 -1.471
H -0.317 0.401 -1.367
H -1.886 0.122 -0.314
H -0.095 0.915 1.158
H -0.194 2.456 0.398
H -2.282 0.983 2.073
H -1.500 2.587 2.349
H -2.868 2.331 1.095
C 1.486 -1.373 -1.085
C 2.187 -2.499 -0.346
H 2.002 -0.414 -0.786
H 1.545 -1.350 -2.113
H 0.391 -1.392 -0.852
H 3.141 -2.874 -0.667
H 2.453 -2.047 0.660
H 1.454 -3.429 -0.268

Values from the calculation:
Frontier orbital gap ... 11.9 eV
ΔE to the lowest compared entry with this formula, charge and spin ... 137.4 kJ/mol
HOMO ... -10.8 eV
SMILES ... CCC.CC
2S+1 ... 1



[10]
Molecular formula: C5H14
Method: DFT, the ωB97M-V functional and the def2-TZVPD basis

CARTESIAN COORDINATES (ANGSTROEM)
C 0.892 -0.365 1.133
C 2.034 -1.040 0.368
C 2.674 -0.060 -0.610
H 0.288 0.112 0.371
H 1.314 0.283 1.900
H 0.322 -1.058 1.759
H 2.829 -1.418 1.018
H 1.635 -1.875 -0.185
H 2.886 0.911 -0.166
H 3.582 -0.430 -1.081
H 1.981 0.151 -1.428
C -2.644 -0.163 -0.332
C -2.434 1.357 -0.509
H -3.683 -0.297 -0.013
H -2.457 -0.750 -1.227
H -2.093 -0.519 0.541
H -1.371 1.606 -0.450
H -2.890 1.853 0.350
H -2.864 1.701 -1.439

Values from the calculation:
Frontier orbital gap ... 12.6 eV
ΔE to the lowest compared entry with this formula, charge and spin ... 24.3 kJ/mol
HOMO ... -11.5 eV
SMILES ... CCC.CC
2S+1 ... 1



[11]
Molecular formula: C5H14
Method: DFT, the ωB97M-V functional and the def2-TZVPD basis

CARTESIAN COORDINATES (ANGSTROEM)
C -0.488 1.418 1.176
C -0.241 -0.068 1.483
C -0.953 -0.655 2.719
H 0.015 2.013 1.938
H -0.036 1.676 0.218
H -1.563 1.588 1.145
H 0.821 -0.282 1.470
H -0.712 -0.589 0.646
H -0.862 0.063 3.525
H -0.348 -1.459 3.110
H -2.014 -0.654 2.501
C 1.372 -0.681 -1.987
C 0.257 -0.132 -2.977
H 1.170 -0.127 -1.083
H 1.127 -1.699 -1.801
H 2.316 -0.543 -2.493
H -0.536 -0.846 -3.113
H 0.730 0.160 -3.910
H -0.053 0.817 -2.568

Values from the calculation:
Frontier orbital gap ... 12.3 eV
ΔE to the lowest compared entry with this formula, charge and spin ... 76.6 kJ/mol
HOMO ... -11.1 eV
SMILES ... CCC.CC
2S+1 ... 1



[12]
Molecular formula: C5H14
Method: DFT, the ωB97M-V functional and the def2-TZVPD basis

CARTESIAN COORDINATES (ANGSTROEM)
C -1.391 -1.647 0.414
C -1.013 -1.168 1.813
C -0.842 0.360 1.896
H -2.207 -1.071 -0.047
H -0.533 -1.488 -0.233
H -1.742 -2.676 0.420
H -0.046 -1.598 2.060
H -1.699 -1.470 2.604
H -1.774 0.821 2.236
H -0.668 0.777 0.897
H -0.053 0.573 2.607
C 0.870 1.305 -1.729
C 2.305 1.016 -2.142
H 0.503 2.238 -2.165
H 0.173 0.494 -1.943
H 0.819 1.450 -0.653
H 2.921 1.910 -2.049
H 2.402 0.668 -3.169
H 2.740 0.263 -1.480

Values from the calculation:
Frontier orbital gap ... 12.4 eV
ΔE to the lowest compared entry with this formula, charge and spin ... 20.4 kJ/mol
HOMO ... -11.3 eV
SMILES ... CCC.CC
2S+1 ... 1



Record order is preserved below.
E: -30107.0717 -30249.4801 -18277.6534 -18268.7900 -14676.9120 -25515.0671 -5409.8158 -5410.1164 -5410.6257 -5411.7978 -5411.2562 -5411.8382 eV